*1*
ORCA calculation (ωB97M-V/def2-TZVPD) on C3H3I as an isolated structure.

Geometry as XYZ:
```
7
C3H3I ωB97M-V/def2-TZVPD
C 0.56120 -0.68482 0.32923
C 0.71626 0.62860 0.40140
C -0.08364 0.11516 -0.68610
I -2.76446 0.03548 0.03542
H 0.57754 -1.67628 0.76560
H 1.13408 1.44081 0.95132
H -0.14099 0.14105 -1.79688
```

Calculated values
Multiplicity   1
HOMO energy (alpha / beta)   -0.308 / -0.308 hartree


*2*
ORCA calculation (ωB97M-V/def2-TZVPD) on C3H3I as an isolated structure.

Geometry as XYZ:
```
7
C3H3I ωB97M-V/def2-TZVPD
C -0.30040 -0.81919 0.00132
C 0.90277 -0.33162 -0.00632
C -0.78626 0.59056 -0.00326
I 2.86867 0.14561 0.00207
H -0.77151 -1.78545 0.00445
H -0.95474 1.10714 -0.92506
H -0.95853 1.09295 0.92681
```

Calculated values
Multiplicity   1
HOMO energy   -0.306 hartree


We find *1* to be the most stable, with the next structure 11.7 kcal/mol higher.